(1)
23
Properties=species:S:1:pos:R:3:forces:R:3 method="wB97M-V/def2-TZVPD" gap_ha=0.297 spin_multiplicity=1
C -1.647 -1.090 -1.636 -2.623 0.352 -2.773
C -1.892 0.222 -1.550 -1.157 -0.087 0.661
C -0.361 -1.625 -1.507 1.122 -2.957 0.060
C 0.217 2.733 -0.170 -0.121 0.502 1.376
C 0.584 1.767 0.737 -0.166 -0.765 -1.672
C -0.989 1.009 -0.782 2.137 -0.441 2.797
C -0.260 -2.963 -1.380 4.752 1.211 -1.000
C 1.495 1.364 1.851 0.510 -0.151 0.597
C 1.607 -0.213 1.725 -2.037 0.753 3.561
C -0.155 0.625 0.324 -2.508 0.621 -3.120
O -0.913 -0.419 2.530 0.099 -0.834 -0.556
O -0.779 2.315 -1.023 0.736 -0.147 0.393
S -0.126 -0.842 1.318 0.735 2.125 1.872
H -2.358 -1.763 -2.233 0.637 1.076 1.406
H -2.856 0.666 -1.796 0.223 -0.123 -0.279
H 0.470 -0.956 -1.636 0.434 -0.037 0.278
H 0.372 3.798 -0.155 0.212 -0.015 -0.284
H -1.096 -3.552 -1.401 -2.008 -1.479 0.235
H 0.772 -3.496 -1.462 -2.016 1.008 0.414
H 2.518 1.690 1.905 0.665 0.515 -1.080
H 1.182 1.857 2.772 -0.778 -0.995 0.408
H 2.204 -0.404 0.923 1.775 -0.677 -2.314
H 2.011 -0.724 2.648 -0.623 0.545 -0.980

***

(2)
24
Properties=species:S:1:pos:R:3:forces:R:3 method="wB97M-V/def2-TZVPD" gap_ha=0.362 spin_multiplicity=1
C 2.507 1.369 -1.242 -0.132 2.543 2.377
C 2.323 0.035 -1.325 -0.255 0.010 -1.409
C 1.375 2.186 -0.990 0.067 -0.529 -2.594
C 1.076 -0.487 -1.448 -1.972 -0.868 0.113
C 0.104 1.699 -1.371 1.769 -1.721 1.359
C -0.100 0.304 -1.444 1.958 0.240 0.794
C -0.734 -1.366 0.969 -3.085 1.895 0.339
C -2.514 0.452 1.163 3.134 -1.328 1.017
C -1.470 -0.272 -1.390 -0.583 -2.441 0.168
C -2.091 -0.813 0.357 1.958 1.677 -2.065
F -1.446 -1.512 -2.067 -0.094 1.029 0.771
F -2.247 0.527 -2.166 -0.799 -0.168 0.989
Br -3.505 -2.177 0.123 0.861 0.890 0.150
H 3.513 1.812 -1.166 -0.559 -0.260 -0.095
H 3.102 -0.603 -1.588 1.489 -0.948 0.069
H 1.509 3.248 -0.881 0.013 0.251 0.069
H 1.082 -1.560 -1.628 -0.721 0.098 0.198
H -0.675 2.330 -1.637 -1.480 1.272 0.257
H -0.934 -1.708 1.960 -0.157 -0.697 0.621
H -0.105 -0.518 1.085 0.604 0.877 0.055
H -0.231 -2.033 0.372 0.782 -1.919 -1.303
H -2.824 0.196 2.214 0.771 0.106 -0.873
H -1.589 1.140 1.115 -1.227 -1.090 0.577
H -3.261 1.053 0.816 -2.341 1.080 -1.586

***

(3)
24
Properties=species:S:1:pos:R:3:forces:R:3 method="wB97M-V/def2-TZVPD" gap_ha=0.351 smiles="C/N=C(/c1ccccc1)C(C)(Cl)Cl" spin_multiplicity=1
C -2.757 1.441 0.541 0.128 1.668 0.828
N -1.613 0.622 0.787 0.555 -0.399 1.538
C -0.587 0.348 0.153 -0.560 0.075 -4.672
C 0.561 -0.537 0.553 -2.878 1.861 -0.133
C 1.053 0.019 1.715 0.322 0.034 -0.832
C 2.189 -0.563 2.175 -0.002 -0.494 0.741
C 2.731 -1.666 1.572 0.776 -0.968 -1.156
C 2.228 -2.206 0.350 -0.740 2.011 2.283
C 1.048 -1.618 -0.152 2.211 -1.095 0.878
C -0.414 0.975 -1.513 0.959 -0.511 3.849
C -1.406 0.420 -2.462 0.106 0.179 -0.198
Cl -0.417 2.732 -1.282 -0.481 0.545 -0.280
Cl 1.241 0.635 -2.074 0.208 -0.190 -0.395
H -2.753 1.977 -0.438 -0.361 -0.399 0.786
H -2.938 2.192 1.421 0.900 -1.038 -1.636
H -3.595 0.798 0.715 -0.714 -0.433 -0.587
H 0.583 0.942 2.069 0.368 -0.630 0.283
H 2.613 -0.255 3.078 0.757 0.640 1.224
H 3.624 -2.049 2.079 -0.298 -0.233 -0.591
H 2.759 -2.998 -0.102 0.168 -0.818 -0.597
H 0.702 -2.066 -1.062 -0.771 0.440 -0.322
H -0.864 0.465 -3.381 -0.348 -0.223 -1.152
H -2.314 0.985 -2.519 -0.434 0.490 0.030
H -1.676 -0.593 -2.221 0.132 -0.513 0.110

***

(4)
23
Properties=species:S:1:pos:R:3:forces:R:3 method="wB97M-V/def2-TZVPD" gap_ha="0.283 / 0.300" spin_multiplicity=3
C -1.895 -1.963 0.126 2.788 -3.529 -1.850
C -3.160 -1.580 0.475 0.699 3.610 0.502
C -0.668 -1.244 0.084 -2.734 1.551 0.149
C -3.202 -0.219 0.802 -2.559 1.989 0.597
C -0.881 0.125 0.284 2.751 0.215 1.116
C -2.128 0.696 0.710 0.381 -1.023 -0.278
C 0.383 0.939 0.420 -0.266 -0.888 -0.689
C 1.610 0.549 0.175 0.663 -0.177 0.031
C -2.256 2.046 1.095 0.392 -1.358 -0.092
C 3.621 0.471 -2.063 2.815 -3.737 0.856
Si 3.168 -0.282 -0.352 -0.050 2.010 -0.305
Cl 4.881 -0.162 0.929 -0.992 0.169 -0.629
H -1.709 -2.954 -0.315 -0.664 -0.092 0.634
H -4.089 -2.094 0.460 -0.171 -0.973 -0.098
H 0.350 -1.650 -0.140 -1.375 0.201 0.169
H -4.146 0.389 1.113 1.238 -1.849 -0.504
H 0.249 1.928 0.767 0.037 1.093 0.392
H -3.127 2.399 1.601 -0.443 0.222 0.005
H -1.338 2.574 1.169 0.110 0.912 0.025
H 4.539 1.010 -1.852 0.058 0.528 -0.009
H 4.057 -0.415 -2.728 -1.375 1.830 1.026
H 2.911 1.084 -2.512 -1.270 0.734 -0.854
H 2.828 -1.647 -0.247 -0.034 -1.438 -0.196

***

(5)
22
Properties=species:S:1:pos:R:3:forces:R:3 method="wB97M-V/def2-TZVPD" gap_ha=0.344 spin_multiplicity=1
C 2.623 -0.771 0.993 1.594 1.212 -0.972
C 1.270 -0.547 0.870 1.618 1.023 -1.252
C 3.407 -0.261 -0.083 -1.465 -1.481 1.709
C 1.545 0.540 -1.180 -1.197 0.499 1.863
C 0.661 0.231 -0.126 2.798 -0.866 -0.735
C -2.697 -1.658 0.208 0.486 -1.403 1.031
C -1.626 -1.389 -0.483 1.147 5.107 -0.361
C -1.415 1.657 -0.678 0.289 2.005 -3.200
C -1.553 1.379 0.713 0.088 -1.242 2.608
C -0.738 0.480 -0.181 -2.644 -3.545 0.042
N 2.834 0.270 -1.123 0.749 1.009 -1.888
H 3.150 -1.242 1.857 -0.958 0.108 -0.882
H 0.729 -1.158 1.435 -2.908 -1.743 2.933
H 4.443 -0.511 -0.120 0.786 0.272 -0.158
H 1.105 1.114 -1.980 0.430 -0.049 -0.662
H -3.063 -2.702 0.327 -0.317 0.966 -0.563
H -2.997 -0.915 0.934 -0.302 -0.217 0.388
H -1.234 -1.615 -1.447 0.542 -1.161 -0.078
H -2.172 1.726 -1.413 -1.416 -1.052 -0.331
H -0.847 2.522 -1.010 0.850 0.045 0.702
H -0.995 2.040 1.402 -0.599 -0.626 -0.158
H -2.430 0.810 1.086 0.429 1.139 -0.036

***

These records have E values of -935.5669, -3161.3218, -1362.7128, -1137.2078, -442.2164 Ha, in the order they appear.